Entry 1:
{
  "formula": "C8H19N3O",
  "method": "ωB97M-V/def2-TZVPD",
  "lumo_ev": 1.03,
  "smiles": "C1CNCCOCCNCCN1",
  "total_charge": 0,
  "de_lowest_kcal_mol": 32.5,
  "orbital_gap_ev": 9.564,
  "homo_ev": -8.530,
  "elements": ["H", "H", "C", "O", "H", "H", "C", "H", "H", "H", "N", "C", "H", "N", "H", "H", "H", "H", "N", "H", "H", "H", "H", "C", "C", "C", "H", "H", "C", "H", "C"],
  "xyz": [[0.2873, 1.4658, -3.5054], [0.8657, 2.0101, -1.0300], [2.0411, 0.2283, 0.4701], [1.1866, -0.0191, -0.6509], [-2.6632, -0.3828, -1.7032], [3.0489, 0.6914, 0.1144], [2.1787, -1.1379, 1.1929], [-0.7922, -2.4558, 2.0107], [0.4246, -0.2333, -2.9565], [-1.2413, -0.1220, 3.0171], [-1.2412, 0.8879, -2.3464], [1.1797, 1.0629, -1.5412], [-1.0108, -0.8794, -1.0523], [-2.1994, -0.0525, 1.1501], [-2.8770, 1.4548, -0.0893], [-1.0645, 1.4790, 0.1056], [-1.6718, 0.5468, -3.2473], [2.1982, 1.1721, -2.0870], [1.1638, -1.5728, 2.1487], [-0.2829, 0.5759, 1.7492], [-0.1396, -1.8160, 0.5223], [1.3399, -0.9663, 2.9730], [3.1066, -1.1513, 1.7640], [-1.9661, 0.8015, -0.0237], [-0.9964, -0.2748, 1.9517], [-1.7162, -0.0105, -1.3073], [-2.8753, 0.4218, 1.7985], [2.2156, -1.9020, 0.4608], [-0.2231, -1.5955, 1.6160], [1.5542, 1.0175, 1.1348], [0.1703, 0.7562, -2.6392]],
  "atomic_forces_ev_per_a": [[0.566, -0.675, 0.761], [0.601, -0.504, -0.253], [0.122, 0.556, 0.122], [0.777, 0.517, 0.474], [-0.030, -0.434, 0.535], [-1.421, -1.032, 0.516], [0.174, 0.809, 0.762], [0.315, 0.301, 0.148], [0.170, -0.947, -0.499], [0.135, -0.818, -0.241], [-0.362, -0.979, -1.387], [0.002, 0.908, -1.180], [-1.019, 1.171, -0.610], [-0.601, 0.808, 1.265], [0.895, -0.474, -0.490], [-0.908, -0.551, 0.056], [0.336, 0.832, 1.372], [-1.306, 0.031, 1.149], [0.043, 0.919, 0.321], [-0.449, -0.711, 0.157], [-0.181, 0.644, 0.863], [-1.087, -0.719, -0.506], [0.238, 0.030, -0.194], [-0.214, 0.451, 0.317], [1.098, 0.659, -0.905], [-0.183, -0.472, 0.731], [0.783, -0.664, -1.229], [0.377, -0.618, -1.074], [0.004, 0.230, 0.533], [0.667, -0.860, -0.631], [0.459, 1.591, -0.882]],
  "nbo_charge": [0.198, 0.175, -0.088, -0.568, 0.192, 0.178, -0.241, 0.192, 0.171, 0.193, -0.618, -0.079, 0.189, -0.634, 0.197, 0.163, 0.356, 0.176, -0.621, 0.156, 0.207, 0.350, 0.196, -0.216, -0.232, -0.245, 0.360, 0.199, -0.237, 0.168, -0.236]
}

***

Entry 2:
{
  "formula": "C8H19N3P2",
  "method": "ωB97M-V/def2-TZVPD",
  "lumo_ev": 0.84,
  "total_charge": 0,
  "orbital_gap_ev": 8.572,
  "homo_ev": -7.736,
  "elements": ["H", "N", "H", "H", "H", "N", "H", "H", "H", "H", "H", "P", "C", "P", "C", "H", "C", "H", "H", "C", "C", "H", "H", "H", "C", "C", "H", "C", "H", "H", "N", "H"],
  "xyz": [[4.3805, 1.3701, 0.0156], [-1.2168, -1.1807, -0.6307], [-2.7438, -0.6405, -2.6496], [-0.7980, 2.6194, 1.9553], [1.3496, 0.3980, -2.4688], [1.5354, -0.8491, -0.1448], [-0.6981, -3.7144, 0.2541], [3.1651, 0.6172, -2.1574], [-0.6711, 2.0040, -0.3415], [0.9668, -3.5455, 1.0931], [4.0561, -0.2460, -0.1496], [1.8256, 0.8400, -0.0662], [-3.1314, -0.2373, -1.7520], [0.1274, -1.4274, 0.2758], [2.1247, 1.0454, -1.9687], [1.9955, 2.1794, -2.1505], [0.3404, -3.2596, 0.1172], [0.4958, -0.9370, 2.5481], [-3.4730, 0.7250, -1.8931], [-1.5642, 1.7228, 0.2811], [-1.6714, 2.6373, 1.4353], [-1.1380, -1.7589, 2.3341], [-3.7868, -1.0099, -1.6263], [3.7934, 0.2116, 1.3308], [3.5997, 0.5408, 0.3535], [-0.3309, -1.0498, 2.0326], [-0.7743, -0.0943, 2.1106], [-2.1173, -0.2914, -0.6735], [-1.5688, 3.7243, 1.0814], [0.8125, -3.3865, -0.8886], [-2.3053, 0.7170, 0.2371], [-2.5795, 2.2760, 2.1056]],
  "atomic_forces_ev_per_a": [[-1.839, -0.939, 1.196], [-0.464, -0.049, -0.957], [1.243, 0.147, -1.196], [2.680, -0.750, 1.875], [0.764, 0.966, 0.368], [-1.351, 0.535, 0.222], [1.483, 0.321, -0.550], [-1.433, 0.866, -0.075], [-0.965, -0.886, -0.204], [-0.953, 0.294, -2.554], [-0.101, -1.892, -1.723], [1.454, -1.584, -1.600], [2.230, -0.881, -0.196], [1.062, -1.176, 1.270], [-0.061, 0.706, 1.002], [0.466, -1.891, -0.400], [-0.503, 0.589, 2.392], [4.114, -0.493, 3.024], [-1.324, 1.741, -0.195], [1.361, 1.318, 0.768], [-3.607, 1.136, -0.666], [1.034, 0.254, 0.301], [-2.792, -1.440, 1.087], [-0.073, 0.342, 1.894], [1.789, 3.350, -1.082], [-4.252, -1.401, -3.448], [-0.725, 1.164, -0.357], [0.326, 0.212, -0.593], [-1.202, -1.245, 0.483], [-0.321, -0.373, 1.136], [0.133, -0.390, 0.130], [1.828, 1.447, -1.353]],
  "nbo_charge": [0.210, -0.895, 0.242, 0.238, 0.234, -1.400, 0.234, 0.229, 0.186, 0.241, 0.225, 0.907, -0.683, 1.934, -0.930, 0.212, -0.961, 0.232, 0.224, 0.178, -0.679, 0.238, 0.248, 0.224, -0.942, -0.986, 0.239, 0.543, 0.233, 0.265, -0.474, 0.234]
}

***

Entry 3:
{
  "formula": "C8H19N5",
  "method": "ωB97M-V/def2-TZVPD",
  "lumo_ev": -8.25,
  "total_charge": 2,
  "de_lowest_kcal_mol": 115.1,
  "orbital_gap_ev": 3.420,
  "homo_ev": -11.672,
  "elements": ["H", "H", "H", "N", "H", "H", "N", "H", "H", "C", "N", "H", "C", "H", "N", "C", "H", "H", "C", "H", "H", "H", "H", "H", "C", "N", "C", "H", "C", "H", "C", "H"],
  "xyz": [[1.3642, -0.8886, -1.1334], [4.4782, 1.9356, 0.9650], [-2.6487, -1.9992, 1.3475], [-3.5734, 2.7070, -1.2607], [-1.1121, -0.9720, 2.1507], [-1.4417, 0.3164, -1.7568], [5.4895, 0.1517, 1.1473], [-1.5450, 2.4569, -0.8218], [-2.5378, -3.3267, 0.0366], [1.0467, -0.5397, -0.1287], [-0.2136, -0.7636, 1.8062], [6.3757, 0.6460, 1.2066], [-1.9741, -2.6072, 0.6639], [0.5642, -0.7511, 2.4497], [-3.2730, 0.2955, -2.7388], [-1.0591, -1.7657, -0.2003], [-4.4066, 2.3115, -1.4359], [-1.6964, -1.0240, -0.8286], [-2.4439, 2.0043, -1.2234], [-2.7972, -0.3594, -3.4457], [-3.9858, 0.9106, -3.1906], [5.3508, -0.3355, 0.2508], [5.5587, -0.5969, 1.8018], [-0.4266, -2.3633, -0.8599], [2.1655, -0.0609, 0.5467], [-0.0557, -0.9960, 0.4747], [3.1835, 0.4285, 1.0334], [-3.6502, 3.5805, -0.8503], [-2.2544, 0.9178, -1.9800], [-1.3490, -3.1654, 1.4870], [4.4195, 1.0394, 1.4601], [4.3670, 1.2794, 2.5230]],
  "atomic_forces_ev_per_a": [[-1.316, 0.212, 0.411], [0.701, 2.253, -1.397], [0.286, -0.552, -1.427], [1.452, 1.566, 0.212], [-0.938, -0.326, 0.414], [1.844, -0.623, -0.392], [1.739, -0.752, -0.726], [-0.279, 0.039, 0.556], [0.293, 0.591, 0.542], [-1.008, -2.375, -0.316], [0.377, 0.338, -1.227], [0.536, -0.009, -0.457], [0.795, -0.535, 2.940], [0.213, 0.049, -0.438], [0.715, -1.271, -1.650], [-1.783, 0.444, -2.175], [-3.211, -1.872, -0.794], [1.007, -1.263, 1.029], [1.836, -0.444, -0.760], [-1.534, 1.554, 1.193], [1.199, -0.673, 0.448], [0.356, 0.557, -0.149], [0.002, -0.903, 1.056], [-0.625, -0.218, -0.294], [2.566, 2.169, 2.028], [3.149, 1.839, 1.769], [-3.241, -1.433, -1.296], [0.112, 1.661, 0.836], [-1.996, 0.352, 0.082], [-1.009, 0.450, -1.875], [-2.591, -0.646, 1.777], [0.351, -0.179, 0.081]],
  "nbo_charge": [0.275, 0.277, 0.232, -0.790, 0.421, 0.140, -0.639, 0.193, 0.287, 0.019, -0.559, 0.467, -0.644, 0.423, -0.857, -0.278, 0.381, 0.293, -0.059, 0.382, 0.396, 0.464, 0.451, 0.242, -0.025, 0.018, 0.039, 0.393, -0.132, 0.227, -0.315, 0.282]
}

***

Entry 4:
{
  "formula": "C8H19N6P",
  "method": "ωB97M-V/def2-TZVPD",
  "lumo_ev": [0.30, 0.30],
  "total_charge": 0,
  "orbital_gap_ev": [7.340, 7.340],
  "homo_ev": [-7.043, -7.044],
  "elements": ["H", "H", "C", "N", "H", "H", "C", "C", "C", "H", "H", "N", "H", "H", "C", "N", "H", "H", "H", "H", "H", "C", "H", "H", "N", "N", "H", "H", "P", "C", "H", "N", "C", "H"],
  "xyz": [[2.0672, 2.5168, -0.3742], [0.7275, -0.8108, -2.8714], [0.6749, -2.4085, 1.5722], [-3.0265, 1.7052, 0.2473], [-1.8386, -0.6047, 2.2175], [0.3086, 1.1460, 2.5976], [-0.2138, -0.8813, -2.1632], [-2.9323, -1.7367, 0.0000], [1.1500, 1.5516, 2.1445], [2.1393, 1.3249, 2.6038], [-2.0104, 2.4074, 1.8019], [-2.7152, -0.4758, 0.2630], [-0.0791, 1.7929, -2.5661], [0.0618, -3.2292, 1.5063], [2.0325, 1.4078, -0.2467], [-0.3980, 0.2529, -1.3134], [-2.3750, -2.6181, 0.4224], [0.8786, 2.5601, 2.2024], [-1.0276, -1.0583, -2.9249], [0.6287, -1.8442, 2.5178], [1.6909, -2.9105, 1.5949], [-0.9175, 1.4949, -1.8619], [3.0023, 1.0999, 0.1252], [-1.9290, 1.4144, -2.3076], [0.4714, -1.6705, 0.3900], [0.8499, 1.2334, 0.7035], [-3.5417, -1.9797, -0.8703], [-0.9502, 2.1394, -1.0427], [-0.0350, -0.1739, 0.2269], [-1.8212, 0.1039, 1.2997], [1.8483, 0.9184, -1.2692], [-3.3271, 0.5540, -0.2879], [-2.2205, 1.5013, 1.2447], [-0.2502, -1.8848, -1.5782]],
  "atomic_forces_ev_per_a": [[0.292, -0.755, -0.301], [-1.287, -0.119, 1.631], [2.854, 0.673, 0.790], [0.705, -0.298, 1.557], [0.259, 1.689, -1.366], [-1.045, -1.386, 1.778], [0.085, -2.669, -3.072], [0.479, -1.560, -0.654], [0.017, -0.420, -2.261], [-0.790, -0.190, -0.671], [0.705, -0.651, 0.403], [0.368, 0.955, 2.090], [-1.424, 0.286, 0.284], [-1.947, -1.972, 0.687], [-1.408, 1.269, -0.698], [-0.360, -2.334, 0.493], [-0.413, 1.732, 0.027], [0.524, 2.005, 0.390], [0.287, 0.813, 0.796], [-0.389, -0.315, -0.070], [-0.632, 0.788, -0.160], [1.697, -0.854, -1.289], [-0.019, -0.415, 0.401], [0.769, -0.210, 0.084], [-0.680, 3.350, -1.652], [1.774, -1.773, -0.759], [-0.006, 0.463, 0.316], [-0.120, 1.518, 0.927], [-0.004, 0.110, 2.702], [1.749, -2.709, 0.267], [0.211, 0.763, 1.699], [-2.417, -1.504, -3.738], [-0.476, 1.694, 0.396], [0.646, 2.025, -1.029]],
  "nbo_charge": [0.201, 0.177, -0.397, -0.203, 0.269, 0.202, -0.452, -0.253, -0.413, 0.206, 0.225, -0.102, 0.186, 0.185, -0.429, -0.827, 0.218, 0.203, 0.198, 0.164, 0.185, -0.395, 0.196, 0.230, -1.094, -0.794, 0.211, 0.226, 2.139, -0.399, 0.225, -0.234, -0.130, 0.277]
}